Record 1
DFT (ωB97M-V/def2-TZVPD) results for a molecular structure, C26H18F5N6ORuS2.

XYZ file:
```
59
Properties=species:S:1:pos:R:3:forces:R:3:mulliken_charge:R:1
Ru -0.0190 0.1775 -1.1307 0.08 -0.13 0.06 0.7171
N 0.3180 3.6047 -1.1207 -0.01 -0.01 0.00 -0.2678
C -0.9733 3.2771 -0.9943 0.06 0.01 -0.01 0.2997
N -1.8742 4.2405 -1.0490 -0.04 -0.08 0.02 -0.6950
C -3.1437 3.8538 -0.8942 0.05 0.07 -0.03 0.4025
N -4.0950 4.7692 -0.9804 -0.01 -0.01 0.01 -0.2968
N -3.5397 2.5748 -0.6394 -0.08 -0.02 0.02 -0.6399
C -2.5834 1.6966 -0.6227 0.05 0.05 -0.01 -0.4561
N -1.2747 1.9579 -0.8228 -0.10 0.07 -0.01 0.4058
C -2.9490 0.2752 -0.3531 0.01 -0.09 0.00 1.0130
C -4.2333 -0.0714 0.0139 -0.07 0.03 0.02 -0.4475
C -4.5177 -1.4027 0.2848 0.01 -0.01 0.00 -0.5324
C -3.5076 -2.3441 0.1819 0.02 0.01 0.00 -0.9939
C -2.2455 -1.9238 -0.1991 0.00 0.01 0.01 -0.1949
N -1.9708 -0.6433 -0.4651 0.13 0.06 -0.07 0.2452
H 0.5502 4.5799 -1.2144 0.01 0.00 0.00 0.2797
H 1.0431 2.9481 -0.8870 0.01 0.01 0.00 0.1345
H -3.8514 5.7277 -1.1661 0.00 0.00 0.00 0.2639
H -5.0578 4.5052 -0.8597 0.00 0.00 0.00 0.2510
H -4.9852 0.7005 0.0837 0.00 0.00 0.00 0.5394
H -5.5169 -1.6983 0.5746 0.00 0.00 0.00 0.4673
H -3.6863 -3.3896 0.3873 0.00 0.00 0.00 0.4611
H -1.4253 -2.6225 -0.2955 -0.01 -0.01 0.00 0.6192
F 0.8475 -4.1218 -6.7212 0.01 -0.01 -0.01 -0.2295
C 0.9651 -3.1110 -5.9046 0.00 0.00 0.01 0.6738
C 0.3408 -3.1673 -4.6512 -0.03 -0.06 -0.01 -0.2755
F -0.3452 -4.2425 -4.3098 0.01 0.00 0.00 -0.2552
C 0.4613 -2.1070 -3.7982 -0.03 0.00 0.08 0.3230
F -0.1224 -2.1924 -2.5904 -0.02 0.07 -0.01 0.1267
C 1.1942 -0.9518 -4.1306 0.05 0.10 -0.07 0.2663
S 1.3840 0.3946 -3.1095 -0.05 -0.11 0.08 -0.1852
C 1.8205 -0.9386 -5.4011 0.02 0.06 0.01 0.2684
F 2.5197 0.1161 -5.7586 0.00 -0.01 0.00 -0.2573
C 1.7098 -1.9956 -6.2775 0.00 -0.02 -0.02 0.1787
F 2.2944 -1.9623 -7.4556 -0.01 0.00 0.01 -0.2294
O 1.3433 0.6644 0.4059 -0.06 0.03 -0.12 -0.7914
S 0.9343 0.8031 1.9038 0.00 0.03 0.05 0.3596
C 2.4307 1.1886 2.7416 0.00 -0.04 -0.01 0.7378
C 2.4962 2.4515 3.3182 0.00 0.00 0.00 -0.4468
C 3.6624 2.8271 3.9690 0.00 0.00 0.00 -0.6659
C 4.7314 1.9460 4.0278 0.00 0.01 0.01 -0.4391
C 4.6508 0.6839 3.4445 -0.01 -0.02 -0.01 -0.6632
C 3.4940 0.2919 2.7983 0.01 0.02 0.01 -0.3466
C 0.5952 -0.8703 2.3965 0.01 0.01 -0.03 0.5055
C -0.1343 -1.0521 3.5628 -0.02 -0.02 -0.01 -0.5209
C -0.4238 -2.3452 3.9723 0.00 0.01 0.00 -0.6830
C 0.0036 -3.4274 3.2139 0.00 -0.01 0.00 -0.4957
C 0.7249 -3.2276 2.0435 0.01 0.02 -0.01 -0.9754
C 1.0280 -1.9396 1.6239 0.00 -0.02 0.04 -0.0409
H 1.6497 3.1250 3.2660 0.00 0.00 0.00 0.4102
H 3.7331 3.8021 4.4305 0.00 0.00 0.00 0.4161
H 5.6388 2.2396 4.5383 0.00 0.00 0.00 0.4141
H 5.4906 0.0053 3.5036 0.00 0.00 0.00 0.4160
H 3.4150 -0.6915 2.3539 0.01 0.00 0.00 0.3733
H -0.4675 -0.2020 4.1462 0.00 0.00 0.00 0.4591
H -0.9837 -2.5074 4.8830 0.00 0.00 0.00 0.4467
H -0.2216 -4.4335 3.5410 0.00 0.00 0.00 0.4660
H 1.0675 -4.0755 1.4653 0.00 0.00 0.00 0.4448
H 1.6102 -1.7700 0.7264 0.01 0.00 0.00 0.6398
```
Forces are in eV/Å.

The expectation value of S² is 8.78. Its spin multiplicity is 6. Its electronic energy is -2795.41630 Eh. For the molecular weight, the calculation gives 690.66 u. The largest force on an atom comes out at 0.2 eV/Å. Its charge is +2. As for the energy above the lowest of the compared OMol25 structures with the same formula, charge and spin: 4.14 kJ/mol. The orbital gap (spin up / spin down) comes out at 0.3156 / 0.2189 Ha.

---

Record 2
DFT (ωB97M-V/def2-TZVPD) results for a gas-phase ion, C5H12NO2 (charge -1) at a distorted geometry.

XYZ file:
```
20
Properties=species:S:1:pos:R:3:forces:R:3:mulliken_charge:R:1
C -1.8238 0.7512 0.1744 -0.08 -0.61 1.02 -1.6097
C -0.5619 -0.0583 -0.0919 0.45 0.30 0.26 0.6394
C 0.5482 0.8198 -0.7082 0.08 -0.35 0.19 0.0902
C 0.1037 1.6365 -1.8896 -0.29 -0.93 -0.57 -1.5047
O 1.0663 1.6832 0.2932 0.03 0.39 -0.14 -0.6607
N 0.0063 -0.5991 1.1499 -0.14 0.43 -0.01 -0.4376
C 0.6852 -1.9582 0.9929 0.41 -0.35 -1.19 -0.5379
O 0.1664 -2.7707 0.0708 -0.24 0.27 0.71 -0.8741
H -2.4840 0.7691 -0.6912 0.10 0.48 -0.08 0.3034
H -2.3752 0.2123 0.9549 -0.16 -0.01 -0.14 0.5031
H -1.5967 1.7228 0.6237 -0.10 0.15 -0.46 0.3037
H -0.8149 -0.8701 -0.7683 0.17 -0.33 -0.11 0.3411
H 1.3582 0.1442 -1.0170 -0.11 -0.05 -0.11 0.2538
H -0.7596 2.2496 -1.6687 0.13 0.62 0.26 0.3438
H 0.9482 2.1753 -2.3092 -0.12 0.36 -0.04 0.3745
H -0.2785 0.9416 -2.6528 0.29 0.03 -0.01 0.3387
H 1.0721 1.0978 1.0712 -0.08 -0.19 0.19 0.4650
H -0.6885 -0.5667 1.8823 -0.10 -0.49 -0.04 0.1993
H 0.7620 -2.3592 2.0360 -0.24 0.14 0.01 0.2952
H 1.7388 -1.6856 0.7093 0.01 0.12 0.28 0.1734
```
Forces are in eV/Å.

Its electronic energy is -402.93880 Eh. For the molecular weight, the calculation gives 118.16 u. Its SMILES is C[C@H](NC[O-])[C@@H](C)O. The largest force on an atom comes out at 1.3 eV/Å. Its charge is -1. As for the energy above the lowest of the compared OMol25 structures with the same formula, charge and spin: 238.03 kJ/mol. The orbital gap comes out at 0.2368 Ha.

---

Record 3
DFT (ωB97M-V/def2-TZVPD) results for 3 unconnected molecules or ions with the total composition C2H11NO2S2 at a distorted geometry.

XYZ file:
```
18
Properties=species:S:1:pos:R:3:forces:R:3:mulliken_charge:R:1
N -3.3789 1.1111 -1.1317 0.37 -0.76 0.43 -0.6275
C -1.8826 1.1462 -0.9049 -2.22 1.97 -0.12 -0.4081
C -1.4193 2.4778 -1.4545 3.12 0.07 0.33 -0.6054
S 0.4760 2.6128 -1.0785 -0.54 -0.98 -0.31 -0.0973
S 1.1750 0.6269 -1.3364 -0.26 1.11 -0.25 -0.2561
H -3.6940 1.7133 -1.8913 0.44 0.13 0.29 0.2403
H -3.5230 0.1745 -1.4976 -0.57 0.12 0.21 0.2513
H -1.5692 0.2279 -1.3236 1.36 -0.41 -0.53 0.3716
H -1.5530 1.2288 0.1536 -0.77 -0.56 -0.36 0.2368
H -1.7795 3.2756 -0.8083 -0.32 0.02 -0.12 0.3280
H -1.4486 2.7943 -2.5020 -0.65 -0.70 0.12 0.3928
H 1.2837 0.6441 -2.6868 0.04 0.00 0.30 0.1736
H 2.0460 -2.4855 4.0453 0.20 -0.04 -1.06 0.3105
H 1.0512 -3.0679 4.8293 -0.83 -0.69 -0.25 0.3159
O 1.2855 -3.0672 3.8876 0.62 0.69 1.26 -0.6171
H 1.2370 -5.8782 2.9227 0.03 -0.19 0.29 0.3182
H 2.7011 -6.1856 2.9912 0.05 -0.15 0.15 0.3138
O 1.8555 -6.5068 3.3250 -0.07 0.37 -0.39 -0.6414
```
Forces are in eV/Å.

Its electronic energy is -1084.36182 Eh. For the molecular weight, the calculation gives 145.25 u. Its SMILES is NCCSS.O.O. The largest force on an atom comes out at 3.1 eV/Å. As for the energy above the lowest of the compared OMol25 structures with the same formula, charge and spin: 112.75 kJ/mol. The orbital gap comes out at 0.3480 Ha.

---

Record 4
DFT (ωB97M-V/def2-TZVPD) results for 2 unconnected molecules or ions with the total composition C4H6ClN2OS at a distorted geometry.

XYZ file:
```
15
Properties=species:S:1:pos:R:3:forces:R:3:mulliken_charge:R:1
C 1.5709 0.4601 -0.9086 -1.55 0.23 -0.31 -0.0713
C 1.4208 1.3727 0.1925 -2.73 -1.56 0.53 -0.3301
C -0.4625 0.3837 -0.1186 3.03 1.91 -0.09 0.0274
C -0.0262 -1.1308 -2.0048 3.33 -0.59 -2.91 -0.7267
N 0.3788 -0.0859 -1.1044 -0.30 0.12 1.26 0.1391
N 0.1784 1.2818 0.6646 -0.54 -0.64 -0.68 -0.3320
O -2.2356 -1.2592 3.0594 -0.80 -1.41 -2.52 -0.3537
S -1.8096 -0.5630 4.2220 0.78 1.03 2.56 0.4810
Cl -1.5887 1.3999 3.7789 0.04 0.40 -0.08 -0.1278
H 2.2461 0.2544 -1.6639 2.06 -0.12 -0.82 0.4939
H 2.0240 1.8692 0.8539 2.36 1.40 0.56 0.4566
H -1.4634 0.1727 -0.1703 -2.37 -0.59 0.44 0.4013
H -1.0278 -1.3329 -1.8250 -1.69 -0.74 0.27 0.2664
H 0.1126 -0.8128 -3.1084 -0.35 -0.30 1.82 0.3270
H 0.6821 -2.0098 -1.8673 -1.30 0.86 -0.02 0.3488
```
Forces are in eV/Å.

Its electronic energy is -1198.77698 Eh. For the molecular weight, the calculation gives 165.63 u. The largest force on an atom comes out at 4.5 eV/Å. Its charge is +1. As for the energy above the lowest of the compared OMol25 structures with the same formula, charge and spin: 193.66 kJ/mol. The orbital gap (spin up / spin down) comes out at 0.3658 / 0.1286 Ha.

---

Record 5
DFT (ωB97M-V/def2-TZVPD) results for C2H5N3O3 in the gas phase at a distorted geometry.

XYZ file:
```
13
Properties=species:S:1:pos:R:3:forces:R:3:mulliken_charge:R:1
C -0.2974 1.0070 -0.0540 -2.10 -5.66 -1.35 0.3852
C -2.3441 -0.5406 -0.0747 0.52 0.17 1.93 0.1012
H 2.6827 0.3080 1.0202 -3.06 -1.38 -2.52 0.3017
H 2.5211 -0.6257 -0.5197 -2.73 2.18 2.18 0.2943
H 1.6656 1.7384 -0.3893 -3.12 -1.37 0.70 0.2863
H 0.5548 -1.6076 0.4229 -0.24 0.63 0.97 0.4119
H -2.8387 -1.6443 -0.2441 1.61 2.47 -0.04 0.2854
N 1.8627 -0.1372 0.3045 4.84 0.08 1.38 -0.7458
N 0.9861 0.9380 -0.0830 9.47 1.15 -0.69 -0.0578
N -0.8873 -0.3905 -0.1358 -1.77 1.64 1.33 0.2551
O -0.9178 1.9509 -0.2745 -2.45 4.17 -0.18 -0.4918
O -0.0143 -1.4169 -0.3207 -1.38 -1.78 -2.38 -0.5403
O -2.9734 0.4205 0.3483 0.42 -2.28 -1.32 -0.4856
```
Forces are in eV/Å.

Its electronic energy is -469.02796 Eh. For the molecular weight, the calculation gives 119.08 u. Its SMILES is NNC(=O)N(O)C=O. The largest force on an atom comes out at 9.6 eV/Å. As for the energy above the lowest of the compared OMol25 structures with the same formula, charge and spin: 453.51 kJ/mol. The orbital gap comes out at 0.3488 Ha.

---

Record 6
DFT (ωB97M-V/def2-TZVPD) results for 2 unconnected molecules or ions with the total composition C5H10N2O2 at a distorted geometry.

XYZ file:
```
19
Properties=species:S:1:pos:R:3:forces:R:3:mulliken_charge:R:1
C 0.9879 1.1618 0.1147 -2.30 0.10 0.44 -0.4444
C 1.9190 -1.0349 -0.4012 -0.51 -0.07 0.07 -0.7442
N 1.1631 -0.1054 0.4283 0.04 -1.09 1.24 0.1826
C 0.1493 -0.5799 1.4466 2.81 -0.40 0.64 0.3521
C -1.1932 0.8304 -0.3643 0.10 1.19 -1.51 0.4447
N -0.3043 -1.8418 1.1590 -0.51 0.63 -0.13 -0.4422
C -1.9240 1.8986 -0.7205 0.49 0.02 0.03 -1.0983
O -1.3720 -0.3508 -1.1029 0.36 -0.10 0.21 -0.4290
O 0.1068 -0.0291 2.5202 -0.51 -0.06 -1.03 -0.5653
H -2.0411 -0.2385 -1.8006 0.14 0.15 0.22 0.2289
H -0.9201 -2.1659 1.8934 -0.06 -0.02 -0.10 0.2723
H -0.7194 -1.8994 0.2324 0.08 -0.09 -0.02 0.2622
H 0.5544 1.7935 0.8771 0.45 0.06 -0.01 0.3197
H 1.6393 1.6070 -0.6317 -0.44 -0.09 -0.23 0.3193
H 1.2627 -1.5139 -1.1288 0.02 -0.04 -0.15 0.3058
H 2.3523 -1.8108 0.2283 0.11 0.12 -0.07 0.2784
H 2.6972 -0.4888 -0.9352 -0.02 -0.04 0.15 0.3071
H -2.5635 1.9235 -1.6077 -0.32 -0.20 0.28 0.2108
H -1.7943 2.8446 -0.2070 0.07 -0.05 -0.03 0.2393
```
Forces are in eV/Å.

Its electronic energy is -456.37216 Eh. For the molecular weight, the calculation gives 130.15 u. The largest force on an atom comes out at 2.9 eV/Å. As for the energy above the lowest of the compared OMol25 structures with the same formula, charge and spin: 477.95 kJ/mol. The orbital gap (spin up / spin down) comes out at 0.2903 / 0.2904 Ha.

---

Record 7
DFT (ωB97M-V/def2-TZVPD) results for a molecular structure, C2H2AgFLiO2.

XYZ file:
```
9
Properties=species:S:1:pos:R:3:forces:R:3:mulliken_charge:R:1
H 2.3477 1.1906 1.4962 -0.07 -0.35 0.41 0.3012
O 1.4312 0.6673 3.2665 0.01 -0.28 0.22 -0.6521
C 2.3201 0.5164 2.3819 -0.07 0.71 -0.34 0.0257
C 3.3619 -0.4423 2.4556 0.03 -0.07 -0.10 0.0094
O 3.4725 -1.2952 3.3952 -0.06 -0.23 0.48 -0.7699
H 4.1098 -0.4341 1.6421 -0.29 -0.04 0.30 0.3416
Li 2.8440 -1.9092 4.9309 0.10 0.43 -0.70 0.9171
Ag -0.3831 2.0115 3.2339 -0.13 0.30 -0.93 0.6128
F -1.7450 3.1825 2.1491 0.48 -0.47 0.66 -0.7857
```
Forces are in eV/Å.

The expectation value of S² is 0.76. Its spin multiplicity is 2. Its electronic energy is -482.22258 Eh. For the molecular weight, the calculation gives 191.84 u. The largest force on an atom comes out at 1.0 eV/Å. As for the energy above the lowest of the compared OMol25 structures with the same formula, charge and spin: 0.00 kJ/mol. The orbital gap (spin up / spin down) comes out at 0.2358 / 0.2746 Ha.

---

Record 8
DFT (ωB97M-V/def2-TZVPD) results for 2 unconnected molecules or ions with the total composition C3H6FIN3 at a distorted geometry.

XYZ file:
```
14
Properties=species:S:1:pos:R:3:forces:R:3:mulliken_charge:R:1
C -1.3913 -0.7687 0.8925 -2.83 1.01 0.25 -0.8322
C -1.4025 0.0738 -0.3647 0.40 -0.27 1.57 0.0403
C 2.2317 -1.6092 -0.7042 -0.77 -0.45 -0.06 -0.3289
N -0.1169 3.3248 -0.2341 -1.87 5.00 -0.13 -0.6369
N -0.8497 1.2461 -0.4873 -2.54 -3.54 -1.10 0.0822
N -0.2204 2.1985 -0.3832 0.93 -3.87 0.26 0.7126
F 1.4463 -2.5106 -0.1012 0.07 0.11 -0.02 -0.1708
I 2.8202 -0.0389 0.3876 0.22 0.72 0.54 0.1267
H -0.8280 -1.6016 0.6089 0.77 -1.77 -0.27 0.2459
H -2.4666 -1.1081 1.2045 1.75 0.47 -1.09 0.3276
H -1.0003 -0.3756 1.8060 0.60 0.80 0.19 0.3384
H -1.8289 -0.4437 -1.2150 0.02 0.61 -0.46 0.3616
H 2.8559 -1.9984 -1.4727 0.37 -0.29 -0.45 0.4208
H 0.7506 3.6115 0.0628 2.87 1.48 0.77 0.3128
```
Forces are in eV/Å.

Its electronic energy is -679.21216 Eh. For the molecular weight, the calculation gives 230.00 u. The largest force on an atom comes out at 5.3 eV/Å. Its charge is +1. As for the energy above the lowest of the compared OMol25 structures with the same formula, charge and spin: 532.56 kJ/mol. The orbital gap (spin up / spin down) comes out at 0.3480 / 0.1709 Ha.